Record 1
122
Properties=species:S:1:pos:R:3:forces:R:3 method="wB97M-V/def2-TZVPD" multiplicity=1 orbital_gap_ev=8.557
C -7.89472 -7.83276 -17.36776 -1.41 0.46 -0.66
H -6.94192 -2.55478 -23.73832 0.23 0.09 -0.64
O -7.81803 -6.67265 -21.75313 -1.99 -2.15 -0.58
O -1.52191 -7.40131 -23.63257 -0.16 1.08 -0.75
H -8.00481 -8.18568 -16.34237 0.43 -0.15 0.25
H -4.68773 -6.93725 -26.42983 -0.13 -0.08 -0.63
H -2.36140 -7.61161 -23.21709 -0.28 -0.10 0.25
H -0.97372 -10.56602 -19.21713 0.07 0.07 0.01
H -1.17285 -10.92198 -16.81170 0.26 0.24 -0.15
H -10.56045 -8.07404 -16.61541 -0.07 0.00 0.15
H -7.58780 -11.55724 -21.10746 -0.05 -0.67 0.32
N -7.07477 -4.62568 -23.26159 0.42 2.55 1.06
H -5.51747 -9.39907 -25.60294 0.16 -0.09 0.25
H -9.12646 -6.70617 -18.73882 0.14 -0.28 -0.35
H -9.36262 -10.25619 -23.59609 -0.11 0.24 -0.11
H -6.17882 -10.14492 -19.02631 -0.49 0.03 -0.16
H -6.65341 -2.84635 -22.13207 0.16 -0.69 0.46
H -5.76786 -8.43120 -18.83114 -0.17 0.22 -0.18
H -6.51127 -10.96901 -28.04327 0.35 -0.54 0.02
H -2.35556 -6.63300 -17.71348 -0.30 -0.22 0.65
H -8.78266 -12.58029 -22.02667 -0.09 -0.12 0.49
H -8.85389 -7.88372 -20.53006 0.18 -0.68 0.17
H -8.03202 -3.73464 -27.45853 -0.04 0.36 -0.15
H -4.50411 -2.35676 -23.07583 0.05 -0.03 0.76
O -6.80480 -4.34982 -25.90744 0.23 0.40 -0.65
Cl -4.61712 -7.76820 -22.07492 0.82 -1.07 0.08
H -2.46102 -3.49733 -22.35775 -0.55 0.08 0.44
C -5.19050 -6.20852 -25.79402 -0.86 0.24 -1.06
H -9.02471 -4.08812 -23.46156 -0.68 -0.09 0.14
H -2.23118 -12.48985 -15.75076 0.38 -0.70 -0.08
O -4.38057 -4.44729 -22.75220 2.10 1.98 -0.86
O -12.21477 -10.61853 -19.14701 0.32 0.31 0.38
H -7.62990 -7.31578 -26.09985 0.14 0.37 -0.23
O -6.24285 -9.02710 -27.50559 0.11 0.66 -0.21
C -2.91332 -4.38473 -22.80050 -0.69 -0.86 -0.26
H -8.57109 -4.06694 -21.76669 0.99 0.54 -0.06
C -7.03052 -7.82129 -25.34269 0.93 -0.32 -2.12
H -8.09467 -2.74825 -25.93518 -0.15 -0.20 -0.11
N -10.43450 -7.80543 -17.58085 -0.62 1.29 1.10
H -7.82026 -8.09540 -24.64320 0.59 -0.33 0.60
H -12.07524 -9.97507 -17.16111 -0.14 -0.32 0.21
C -8.89612 -5.99269 -22.41655 0.28 -1.12 -0.01
O -2.23864 -8.60040 -18.20192 0.49 -0.60 0.78
H -7.22319 -9.86383 -25.85546 0.15 -0.44 -0.14
H -4.80253 -10.49363 -27.58655 0.01 -0.50 -0.05
H -1.81517 -14.36804 -17.52199 -0.09 -0.01 -0.43
C -0.48944 -7.55983 -22.69688 0.32 -0.57 -0.06
N -6.01636 -6.92071 -24.79390 -0.03 0.66 -0.41
H -5.46348 -10.12515 -29.19072 -0.20 0.68 0.16
C -6.42851 -3.27967 -23.10662 -1.63 0.31 0.33
C -7.69122 -11.21322 -23.17480 0.45 0.56 1.28
C -7.46462 -3.28857 -26.64172 1.14 -0.91 0.79
H -7.01042 -10.38259 -22.98863 -0.16 0.59 -0.11
H -9.72963 -6.13794 -21.72934 -0.42 0.87 -0.12
O -5.77897 -12.76378 -22.78502 -1.18 -0.67 0.44
C -5.99845 -5.22107 -26.72131 -0.25 -1.44 1.27
O -3.31408 -13.72182 -18.82356 -0.90 -0.01 0.04
C -6.79512 -12.30724 -23.67105 1.04 -0.60 -0.84
N -8.70723 -10.83666 -24.09968 -0.47 0.63 -1.55
H -3.81423 -9.92074 -18.19915 0.03 -0.54 0.57
H -14.19112 -10.43950 -19.82054 -0.16 0.45 0.45
I -5.91900 -4.60365 -19.49536 -0.04 0.34 0.83
H -6.70016 -5.80676 -27.31517 0.13 -0.02 -0.41
C -4.68682 -11.92682 -22.56832 0.30 0.62 0.49
H -3.17245 -7.07624 -19.13701 -0.57 0.15 -0.24
H -5.03112 -12.59531 -18.28156 0.31 0.28 0.20
C -4.96867 -3.29915 -23.36596 0.58 0.07 -0.83
H -6.24987 -12.01897 -24.56977 -0.33 0.40 -0.46
H -7.22585 -8.55261 -21.01636 -0.08 0.35 0.06
H -2.56235 -4.41096 -23.83212 -0.24 -0.11 -0.22
H 0.46546 -7.20793 -23.08731 -0.10 -0.22 -0.60
N -1.45734 -11.61843 -17.48559 -0.38 -0.15 -0.17
H -4.81617 -3.26968 -24.44484 0.24 -0.73 -0.34
H -3.19896 -9.58146 -19.73418 0.18 0.01 -0.51
H -4.33839 -5.65552 -25.39880 -0.34 0.06 0.92
C -4.74341 -13.51183 -18.79664 0.40 0.69 -0.62
H -4.08672 -11.75129 -23.46116 0.02 -0.06 -0.27
H -9.25999 -6.11448 -17.19824 0.06 -0.23 0.66
C -5.70903 -10.23678 -28.13462 -0.89 0.93 1.69
H -13.39197 -11.92676 -20.06955 0.09 -0.16 0.00
H -12.89875 -8.88174 -18.25375 -0.12 0.24 -0.11
C -6.46174 -9.11289 -26.06614 -0.52 -0.08 -0.20
H -5.94586 -9.47812 -17.42698 0.16 -0.04 0.17
H -8.61056 -8.61724 -22.13265 0.08 0.19 -0.27
H -4.06000 -12.37848 -21.79942 0.04 -0.30 -0.19
H -7.08569 -7.11165 -17.48426 0.32 -0.12 0.15
C -12.06930 -9.58495 -18.17889 -0.11 0.57 -0.16
C -1.87885 -10.94583 -18.74322 0.06 -0.19 0.42
C -9.19408 -7.07227 -17.71437 0.34 -0.16 -0.88
C -8.13667 -8.04551 -21.33475 -0.48 1.39 0.03
H -3.51993 -14.40353 -16.98034 0.30 -0.09 0.75
C -10.70518 -8.90819 -18.42352 -0.66 -1.89 -0.27
O -7.75841 -8.93805 -18.26732 1.56 0.13 -0.17
H -2.27538 -11.70805 -19.41395 -0.03 -0.01 0.11
H -6.65996 -2.61977 -26.94723 -0.29 0.22 -0.59
H -7.41471 -13.16100 -23.94545 0.09 -0.36 0.18
H -5.27990 -4.72307 -27.37229 -0.13 0.43 0.03
C -2.86482 -9.78081 -18.71600 -0.21 1.13 0.02
C -2.49639 -12.41952 -16.80566 -0.27 0.00 -1.15
H -7.12401 -4.79085 -24.25678 0.20 -0.51 -0.22
H -9.26899 -11.62156 -24.39710 0.09 -0.39 -0.09
H -3.98231 -7.53999 -17.63507 0.15 0.11 0.41
C -13.50945 -11.13448 -19.33022 0.34 -0.65 -0.79
C -3.01081 -7.40789 -18.11135 0.61 -0.51 -1.60
H -9.17568 -6.47938 -23.35094 0.23 -0.46 -0.16
C -6.34593 -9.25704 -18.41651 -0.79 0.02 0.64
H -4.95823 -10.95891 -22.14691 -0.23 0.32 -0.12
H -10.71593 -8.64236 -19.48055 0.45 0.09 -0.01
H -5.38365 -14.27965 -18.36232 0.60 -0.64 0.22
H -2.57261 -5.30332 -22.32280 0.00 0.24 0.09
H -0.45932 -8.63947 -22.55001 0.67 0.05 0.88
C -8.35146 -11.58934 -21.88457 0.76 -0.28 1.10
C -8.40737 -4.58373 -22.71233 -1.66 -0.20 0.17
H -3.37595 -11.77924 -16.73848 -0.83 -0.39 -0.29
H -9.11166 -10.90038 -21.51643 -0.18 0.12 -0.41
H -0.57430 -6.96627 -21.78661 -0.60 -0.26 0.34
H -10.03132 -9.73377 -18.19452 0.53 -0.12 -0.81
H -13.94095 -11.62257 -18.45634 -0.06 0.38 0.34
H -5.36449 -7.45744 -24.23974 -0.07 -0.12 0.36
Cd -5.93343 -5.80452 -21.87723 2.10 -0.45 0.82
C -2.76380 -13.83122 -17.51778 -0.46 1.60 1.03
H -5.07604 -13.38225 -19.82653 0.21 -0.12 -0.09

=====

Record 2
65
Properties=species:S:1:pos:R:3:forces:R:3 method="wB97M-V/def2-TZVPD" multiplicity=2 de_lowest_ev=1.384 orbital_gap_ev="6.911 / 6.988"
C -2.28432 -0.07466 2.42775 -0.02 -0.08 -0.32
H 1.54264 -4.79075 -6.00472 -0.01 0.01 0.07
C -1.64912 -4.48702 -5.09806 -0.05 -0.04 -0.11
C 3.84218 3.29577 3.14676 0.03 0.07 0.01
C -0.19484 -4.33474 -1.97856 0.02 0.04 -0.18
C 1.96802 1.89585 2.38316 0.14 0.07 0.02
O -5.14926 -0.97566 5.19419 0.01 0.01 -0.07
H 4.99753 0.62648 1.44439 0.00 0.06 -0.03
C -0.01022 -1.99448 -5.75630 -0.03 0.14 0.09
H -0.26647 -5.10402 0.04498 -0.02 0.02 -0.01
C -4.98964 -0.16603 1.74930 -0.25 -0.04 0.07
O -5.78304 0.19219 -0.73476 -0.09 -0.02 0.14
N -0.38459 -1.88259 -0.80687 0.39 0.90 0.57
H -1.68787 -4.70217 -6.17082 0.00 0.00 0.08
C 0.27014 3.49112 -0.48425 0.03 0.09 0.17
C -0.20650 -3.21638 -2.80444 -0.06 0.06 0.13
O 0.08287 0.42996 2.00285 -0.16 0.14 -0.05
H -2.90061 -0.79158 4.33828 -0.05 -0.04 -0.03
C -0.37652 -2.97681 -0.03772 -0.08 0.06 0.18
C 2.44851 3.07012 3.03676 -0.09 -0.11 -0.06
Si -0.11111 -3.50861 -4.67694 0.01 -0.20 0.06
N -4.59447 0.40436 -0.56165 -0.47 0.01 0.16
O -0.16677 2.34901 -1.23325 0.10 -0.50 0.46
N -5.55477 -0.75541 4.06794 -0.01 -0.11 -0.04
H -0.10368 -5.32125 -2.42532 -0.04 0.04 0.06
H -0.49892 4.44927 4.01966 0.02 -0.06 0.01
H 2.31641 -4.04150 -4.60302 -0.05 -0.01 -0.02
H 0.85033 -1.37052 -5.50951 -0.02 -0.02 -0.02
H -0.45463 -2.82420 1.03179 0.07 0.04 -0.02
C 0.19989 3.74153 3.59103 -0.06 0.03 -0.02
C 2.94718 1.07986 1.74394 -0.27 -0.27 -0.13
C 0.56737 1.64055 2.46576 0.14 0.01 0.09
Ir -0.10962 0.20816 -0.52907 -0.18 -0.74 -1.62
C -4.56219 -0.46581 3.03227 -0.14 0.01 0.17
C 1.53733 3.98898 3.61186 0.04 0.04 0.02
H 0.08591 -2.31769 -6.79769 -0.01 -0.01 0.06
H 1.92802 4.88270 4.08431 0.00 -0.04 -0.03
H 1.35585 3.45631 -0.45485 0.03 -0.06 -0.03
C -0.27894 -4.23031 -0.59086 -0.06 -0.03 0.03
H 4.18121 4.19766 3.64389 -0.03 -0.07 0.04
C 4.73863 2.39965 2.65409 0.09 -0.01 -0.05
C -0.88088 -0.18565 2.84766 0.06 0.28 -0.39
H 1.35564 -5.51202 -4.40491 0.01 0.06 -0.03
H -0.11838 3.47387 0.53472 -0.03 -0.04 -0.07
S -0.22380 -0.39245 -2.83345 0.22 0.27 0.76
H 5.80253 2.54799 2.79022 -0.04 0.02 -0.05
C -3.22408 -0.48898 3.35109 0.02 -0.04 0.32
C -0.28474 2.54454 3.03242 -0.12 0.00 0.01
C 1.41562 -4.56094 -4.94186 0.05 -0.07 -0.08
C -4.08067 0.22005 0.80256 0.38 -0.01 0.17
I 2.47618 -0.41175 0.32366 0.37 0.02 0.04
H -1.13407 2.35123 -1.29213 -0.07 0.13 0.04
C -2.69394 0.44080 1.14418 -0.14 -0.01 -0.11
H -1.34442 2.32494 3.06517 0.02 0.01 -0.01
O -1.89365 1.07324 0.40182 -0.44 0.32 -0.24
H -0.90656 -1.37574 -5.67386 0.05 -0.02 -0.01
C 4.28286 1.29298 1.90850 0.08 0.09 0.08
H -6.03814 -0.22326 1.50056 -0.01 -0.04 -0.03
C -0.29195 -1.97794 -2.14533 -0.07 -0.31 -0.40
H -1.68059 -5.44163 -4.56519 0.00 0.06 -0.02
H -0.04505 4.40716 -0.98292 -0.01 -0.04 -0.07
O -3.84633 0.72400 -1.45172 0.64 0.16 -0.18
O -6.72745 -0.75186 3.74459 0.07 0.01 0.00
O -0.47744 -0.76940 3.79915 0.03 -0.23 0.44
H -2.55192 -3.92801 -4.83673 0.05 -0.02 -0.01